[1]
The molecule C4H12NOPS, computed with ωB97M-V/def2-TZVPD.

Geometry as XYZ:
```
20
Properties=species:S:1:pos:R:3:forces:R:3
S 1.071329 -1.073710 -1.950670 -0.90 0.18 0.17
P 0.290852 -0.554212 -0.246157 3.86 1.16 0.43
O 1.296148 -1.014603 0.974267 -0.88 -0.48 0.47
N 0.305969 1.205450 -0.006708 -0.92 -3.71 -0.17
C 0.147142 2.125036 -1.145414 -1.76 0.13 3.09
C 2.589366 -0.512697 1.342969 0.84 -1.40 -5.41
C -2.451904 -0.753232 -0.292448 -0.02 -1.80 -1.52
C -1.208079 -1.275821 0.432264 -0.72 0.37 -1.74
H -0.466138 1.221170 0.670389 0.27 1.15 -0.22
H -2.654399 0.230172 0.041571 -0.79 0.96 0.03
H -3.314959 -1.469881 -0.253816 0.60 0.91 0.76
H -1.199415 -1.084265 1.469679 -0.10 0.07 1.27
H -0.252403 2.935787 -0.559419 0.00 1.23 -0.59
H 3.440551 -1.275086 1.227297 -1.57 0.74 -0.04
H 2.582479 -0.193088 2.282484 -0.30 1.35 4.01
H -0.553787 1.915529 -1.896498 -1.02 -0.91 -1.01
H 2.789555 0.316247 0.646091 0.35 -0.11 0.45
H 1.045881 2.374742 -1.563545 2.37 0.49 -0.90
H -2.265089 -0.796331 -1.394876 0.11 0.58 0.72
H -1.193096 -2.321200 0.222545 0.59 -0.90 0.20
```
Positions in Å, forces in eV/Å.

Calculated values
orbital gap = 9.327 eV
structure (SMILES) = CC[P@@](=S)(NC)OC
total charge = 0
energy relative to the best compared isomer or geometry (same formula, charge and spin) = 42.3 kJ/mol

[2]
A cluster of 2 separate species, C16H32BN2O5PS in total, computed with ωB97M-V/def2-TZVPD.

Geometry as XYZ:
```
58
Properties=species:S:1:pos:R:3:forces:R:3
S 0.181305 -2.903021 -3.814565 -0.03 0.05 -0.02
P 0.632173 0.407238 0.174384 0.08 -0.04 0.17
O 2.083650 1.052176 0.304856 0.06 -0.06 -0.09
O 1.057624 -3.553765 -2.858049 0.00 0.01 -0.04
O -0.484626 1.367597 0.167681 0.02 0.06 -0.01
O -0.635346 -3.706852 -4.705253 0.02 -0.03 0.10
O 0.661658 -0.618252 1.373759 -0.09 -0.03 -0.15
N -3.502464 3.121968 -1.411740 -0.03 0.02 -0.04
N 0.598424 0.004913 5.742356 0.00 0.00 -0.01
C 0.665133 -0.616519 -1.304718 0.01 0.00 -0.09
C 3.539987 1.457145 -1.607810 0.01 0.02 0.02
C 2.135836 -0.731396 7.425551 0.00 0.00 0.00
C -2.337695 0.512448 -3.395718 -0.02 0.03 -0.01
C -4.022853 1.888945 -1.999930 0.07 0.04 0.00
C -3.043879 0.700255 -2.044294 0.03 0.03 0.08
C 0.908449 -0.768734 6.780426 0.00 0.01 0.00
C 1.225808 -1.880918 -4.838713 0.05 0.00 0.04
C -0.276442 -0.513539 2.475430 -0.01 0.12 0.09
C -2.032062 -0.950570 -3.776161 0.26 0.23 -0.09
C 3.095194 0.157884 6.969559 0.00 0.00 0.00
C 1.529485 0.855350 5.315062 0.01 -0.01 0.01
C 2.785967 0.970237 5.890802 0.00 0.00 0.00
C -0.629080 -1.468648 -1.401810 -0.15 -0.18 0.06
C 2.523542 2.039714 -0.646154 -0.06 0.11 0.02
C -1.617750 -1.122799 2.134363 0.03 -0.08 -0.03
B -0.963121 -1.658649 -2.902768 -0.05 -0.07 -0.01
H 2.966663 2.841863 -0.057215 -0.01 0.02 -0.02
H -2.956498 0.948085 -4.184905 -0.02 -0.06 -0.01
H -1.480916 -2.081965 1.631073 0.01 0.00 0.06
H -2.300755 0.871848 -1.260317 -0.10 -0.07 -0.01
H 4.491183 1.276664 -1.108348 -0.02 -0.04 0.01
H -3.269866 2.967501 -0.438269 0.06 -0.02 0.02
H 3.710290 2.150815 -2.433026 0.03 0.01 0.04
H 1.660266 2.463515 -1.166765 -0.01 -0.08 -0.01
H -1.440955 -0.981413 -0.863560 0.02 -0.04 -0.01
H -1.748530 -1.016975 -4.832367 -0.07 0.00 0.01
H 3.501097 1.679470 5.497042 0.00 0.00 0.00
H -2.204974 -0.467894 1.489693 0.05 0.00 -0.01
H -2.175164 -1.300681 3.055125 -0.03 0.05 -0.02
H 2.037490 -2.533876 -5.160566 -0.03 0.01 -0.04
H 3.193744 0.511274 -2.024278 -0.04 0.02 -0.03
H 1.546168 -1.258452 -1.320473 0.00 0.02 0.01
H -4.915246 1.610223 -1.436653 0.02 0.02 0.03
H -0.428720 -2.439091 -0.938754 0.03 0.06 0.04
H -2.637306 3.393837 -1.864154 0.00 0.00 -0.02
H -4.363446 2.128478 -3.011126 -0.04 -0.06 0.00
H 2.329539 -1.386505 8.263916 0.00 0.00 0.00
H -0.380185 0.537492 2.746759 -0.02 -0.04 0.02
H 1.634176 -1.066817 -4.238762 0.01 -0.02 -0.01
H -2.955829 -1.544258 -3.707260 0.05 -0.07 0.07
H 4.065602 0.216176 7.445355 0.00 0.00 0.00
H 0.664644 -1.507395 -5.691388 -0.02 0.01 0.02
H 0.200298 -1.030282 3.303864 0.01 -0.02 -0.05
H -1.401309 1.080829 -3.409048 -0.04 0.06 -0.01
H 1.259422 1.475535 4.466878 0.00 0.00 0.00
H -3.569585 -0.223337 -1.777382 -0.07 0.02 -0.11
H 0.753729 0.096637 -2.134565 0.01 0.00 0.00
H 0.136056 -1.453504 7.112925 0.00 0.00 0.00
```
Positions in Å, forces in eV/Å.

Calculated values
orbital gap = 8.846 eV
structure (SMILES) = CCOP(=O)(CCB(CCCCN)S(C)(=O)=O)OCC.c1ccncc1
total charge = 0

[3]
A structure of composition C7H17N, computed with ωB97M-V/def2-TZVPD.

Geometry as XYZ:
```
25
Properties=species:S:1:pos:R:3:forces:R:3
N -1.024078 -0.351092 0.118585 -3.63 -0.31 2.52
C 1.782296 1.238272 0.114718 0.71 -2.65 1.55
C 1.770575 -0.117090 1.064300 -1.15 0.20 0.62
C -2.538197 -0.158564 -0.531067 -0.87 3.71 -3.53
C 1.083991 -1.532058 0.611287 1.72 0.89 -2.98
C 2.705159 0.995963 -1.094069 0.67 1.81 0.75
C -3.292680 0.960233 0.369773 1.30 0.99 -1.12
C -0.253697 -1.500717 -0.212407 0.34 -1.71 -1.47
H -2.448581 1.771103 0.587786 -1.88 -2.08 0.31
H -0.773677 -2.469351 0.056735 0.50 0.75 -0.51
H 0.754970 1.401455 -0.201491 0.05 0.53 0.18
H 1.177981 0.036126 2.088505 1.57 0.36 -2.15
H 1.819177 -2.253036 -0.036782 -1.57 1.77 1.76
H -2.163409 0.370831 -1.420806 -0.66 -0.03 -0.03
H 0.854473 -1.968161 1.540313 -0.04 -0.96 1.05
H -3.179979 -0.934087 -1.021935 0.40 -0.11 1.03
H -0.036875 -1.549506 -1.341646 -0.06 0.03 1.27
H 2.842721 2.020403 -1.529140 0.89 -0.66 0.50
H 2.858070 -0.309726 1.276037 -1.07 -0.01 0.13
H -4.109546 1.577899 -0.098796 0.90 -0.99 -0.44
H -2.162348 -0.791722 0.443867 3.72 -0.44 1.94
H 2.247409 2.051792 0.758668 -0.97 -0.85 -0.80
H 3.655388 0.465310 -0.781164 -0.94 0.87 -0.63
H -3.837195 0.487648 1.191488 0.80 0.26 0.49
H 2.268052 0.558066 -1.952748 -0.72 -1.37 -0.45
```
Positions in Å, forces in eV/Å.

Calculated values
orbital gap = 9.307 eV
total charge = 0
energy relative to the best compared isomer or geometry (same formula, charge and spin) = 621.6 kJ/mol

[4]
The molecule C3H4N2, computed with ωB97M-V/def2-TZVPD.

Geometry as XYZ:
```
9
Properties=species:S:1:pos:R:3:forces:R:3
N 0.338790 -0.745160 -0.563446 0.13 -0.55 -1.41
N 0.349651 0.734350 -0.589385 -0.23 1.56 -1.24
C 1.268790 0.069097 0.227518 -3.09 -1.09 1.03
C -1.047943 -0.642732 -0.156136 1.67 -0.14 1.05
C -1.007957 0.687268 -0.063977 1.11 -1.86 -0.46
H -1.657007 1.472650 0.022315 -1.35 1.84 0.35
H 1.126800 0.015244 1.260809 -0.22 0.26 1.72
H 2.209653 -0.040472 -0.124227 2.90 0.07 -1.16
H -1.580780 -1.550243 -0.013475 -0.92 -0.09 0.11
```
Positions in Å, forces in eV/Å.

Calculated values
orbital gap = 10.508 eV
structure (SMILES) = c1cn2n1C2
total charge = 0
energy relative to the best compared isomer or geometry (same formula, charge and spin) = 446.0 kJ/mol

[5]
A structure of composition C2H3NO3S3, computed with ωB97M-V/def2-TZVPD.

Geometry as XYZ:
```
12
Properties=species:S:1:pos:R:3:forces:R:3
S 1.336439 1.179841 0.359668 -3.80 -1.05 -0.37
S 4.516272 1.108447 -0.494455 -3.28 -1.06 0.10
S 5.021879 -1.681401 0.274607 -0.71 0.75 -0.02
O 2.687847 -0.618566 -0.497603 0.43 -0.72 0.02
O 1.698485 0.670042 1.632296 0.94 0.29 0.62
O 1.054689 2.522982 0.050337 0.19 1.86 0.27
N 2.301273 0.693920 -0.887120 3.48 0.46 -0.64
C -0.113202 0.111624 -0.132895 1.72 -1.83 1.97
C 3.962135 -0.513043 -0.143286 1.74 -0.57 -0.51
H 0.472592 -0.733788 -0.673690 -1.71 0.95 1.21
H -0.543109 -0.180531 0.925370 0.89 0.19 -2.31
H -0.897617 0.490706 -0.758528 0.11 0.74 -0.35
```
Positions in Å, forces in eV/Å.

Calculated values
orbital gap (alpha / beta) = 6.581 / 6.579 eV
total charge = 0
energy relative to the best compared isomer or geometry (same formula, charge and spin) = 235.3 kJ/mol

| no. | energy (Ha) |
| --- | --- |
| 1 | -1029.148221 |
| 2 | -1879.027004 |
| 3 | -331.434161 |
| 4 | -226.055304 |
| 5 | -1552.851486 |